Entry 1:
A structure of composition C28H25ClReSi. Source: the Open Molecules 2025 dataset; level of theory: the ωB97M-V functional and the def2-TZVPD basis.

Cartesian coordinates (Å):
C (1.23, -2.76, -1.91)
C (0.59, -2.79, -3.20)
C (-0.81, -3.09, -3.01)
H (1.09, -2.61, -4.15)
C (-1.02, -3.32, -1.60)
C (0.24, -3.12, -0.92)
H (0.40, -3.19, 0.14)
H (2.26, -2.52, -1.69)
H (-1.55, -3.20, -3.80)
H (-1.92, -3.67, -1.11)
Re (-0.35, -1.35, -1.85)
Cl (1.27, 0.54, -2.01)
C (-2.04, 1.84, -2.51)
C (-2.64, 0.72, -1.91)
C (-2.31, -0.52, -2.67)
H (-3.35, 0.76, -1.09)
C (-1.54, -0.01, -3.86)
C (-1.43, 1.42, -3.72)
H (-1.00, 2.12, -4.44)
H (-2.09, 2.88, -2.15)
H (-2.96, -1.39, -2.74)
H (-1.42, -0.61, -4.77)
C (-2.55, -1.47, 3.58)
C (-3.04, -0.80, 2.45)
C (-2.16, -0.36, 1.45)
C (-0.78, -0.59, 1.57)
C (-0.30, -1.27, 2.68)
C (-1.18, -1.72, 3.67)
Si (0.37, 0.25, 0.31)
C (0.06, 2.09, 0.57)
C (0.42, 3.10, -0.34)
C (0.32, 4.46, -0.01)
C (-0.24, 4.83, 1.22)
C (-0.69, 3.84, 2.10)
C (-0.53, 2.49, 1.78)
C (2.12, -0.12, 0.90)
C (3.05, 0.93, 1.04)
C (4.40, 0.65, 1.29)
C (4.81, -0.68, 1.52)
C (3.87, -1.71, 1.51)
C (2.53, -1.43, 1.18)
H (-3.23, -1.79, 4.36)
H (-4.10, -0.63, 2.35)
H (-2.55, 0.17, 0.59)
H (0.76, -1.46, 2.81)
H (-0.79, -2.26, 4.53)
H (0.79, 2.84, -1.33)
H (0.67, 5.23, -0.70)
H (-0.34, 5.88, 1.49)
H (-1.17, 4.12, 3.04)
H (-0.87, 1.74, 2.48)
H (2.72, 1.97, 0.97)
H (5.14, 1.46, 1.31)
H (5.86, -0.91, 1.70)
H (4.16, -2.74, 1.74)
H (1.81, -2.24, 1.19)

Results
E_HOMO (spin up / spin down): -6.540 / -7.369 eV
F_max: 6.93 eV Å⁻¹
2S+1: 4
charge: 0
calculated total energy: -51968.848 eV
<S²>: 3.7763
Kohn-Sham gap (spin up / spin down): 6.962 / 6.118 eV
molecular weight: 611.25 g/mol

Computed natural (NBO) charges, given in elementary charges: number 1, C, carries -0.30; number 2, C, carries -0.29; number 3, C, carries -0.28; number 4, H, carries 0.27; number 5, C, carries -0.36; number 6, C, carries -0.33; number 7, H, carries 0.26; number 8, H, carries 0.28; number 9, H, carries 0.26; number 10, H, carries 0.27; number 11, Re, carries 0.88; number 12, Cl, carries -0.33; number 13, C, carries -0.27; number 14, C, carries -0.21; number 15, C, carries -0.52; number 16, H, carries 0.21; number 17, C, carries -0.30; number 18, C, carries -0.23; number 19, H, carries 0.22; number 20, H, carries 0.23; number 21, H, carries 0.24; number 22, H, carries 0.22; number 23, C, carries -0.21; number 24, C, carries -0.22; number 25, C, carries -0.23; number 26, C, carries -0.44; number 27, C, carries -0.24; number 28, C, carries -0.22; number 29, Si, carries 1.50; number 30, C, carries -0.55; number 31, C, carries -0.12; number 32, C, carries -0.25; number 33, C, carries -0.20; number 34, C, carries -0.22; number 35, C, carries -0.19; number 36, C, carries -0.55; number 37, C, carries -0.12; number 38, C, carries -0.23; number 39, C, carries -0.21; number 40, C, carries -0.21; number 41, C, carries -0.22; number 42, H, carries 0.21; number 43, H, carries 0.21; number 44, H, carries 0.22; number 45, H, carries 0.22; number 46, H, carries 0.21; number 47, H, carries 0.22; number 48, H, carries 0.21; number 49, H, carries 0.21; number 50, H, carries 0.21; number 51, H, carries 0.22; number 52, H, carries 0.21; number 53, H, carries 0.22; number 54, H, carries 0.21; number 55, H, carries 0.21; number 56, H, carries 0.20

=====

Entry 2:
A structure of composition C28H25ClSiTi. Source: the Open Molecules 2025 dataset; level of theory: the ωB97M-V functional and the def2-TZVPD basis.

Cartesian coordinates (Å):
C (2.36, 1.80, 2.07)
C (3.53, 1.95, 1.22)
C (4.03, 0.65, 0.89)
H (4.07, 2.87, 1.02)
C (3.19, -0.33, 1.51)
C (2.17, 0.36, 2.25)
H (1.42, -0.12, 2.87)
H (1.84, 2.62, 2.54)
H (4.96, 0.47, 0.38)
H (3.36, -1.40, 1.43)
Ti (1.78, 1.10, 0.25)
Cl (1.04, 3.04, -0.53)
C (1.73, 0.17, -2.86)
C (2.33, -0.97, -2.25)
C (3.66, -0.62, -1.89)
H (1.91, -1.97, -2.19)
C (3.89, 0.73, -2.32)
C (2.71, 1.21, -2.92)
H (2.59, 2.17, -3.44)
H (0.74, 0.21, -3.34)
H (4.38, -1.25, -1.38)
H (4.83, 1.27, -2.17)
C (-1.03, -4.54, 1.43)
C (-0.35, -4.22, 0.24)
C (-0.19, -2.87, -0.13)
C (-0.69, -1.84, 0.69)
C (-1.36, -2.18, 1.88)
C (-1.52, -3.52, 2.24)
Si (-0.52, -0.06, 0.11)
C (-1.63, -0.04, -1.44)
C (-1.59, 1.07, -2.32)
C (-2.49, 1.12, -3.40)
C (-3.39, 0.09, -3.64)
C (-3.41, -1.00, -2.79)
C (-2.54, -1.08, -1.69)
C (-1.41, 1.08, 1.35)
C (-2.33, 2.04, 0.90)
C (-2.91, 2.92, 1.81)
C (-2.58, 2.87, 3.16)
C (-1.68, 1.91, 3.61)
C (-1.09, 1.01, 2.72)
H (-1.20, -5.60, 1.69)
H (0.04, -5.01, -0.40)
H (0.32, -2.62, -1.07)
H (-1.77, -1.40, 2.52)
H (-2.04, -3.77, 3.17)
H (-0.89, 1.88, -2.15)
H (-2.47, 1.99, -4.06)
H (-4.08, 0.15, -4.48)
H (-4.10, -1.82, -2.96)
H (-2.58, -1.95, -1.04)
H (-2.57, 2.11, -0.17)
H (-3.63, 3.65, 1.45)
H (-3.04, 3.56, 3.87)
H (-1.43, 1.83, 4.67)
H (-0.38, 0.26, 3.10)

Results
E_HOMO (spin up / spin down): -3.515 / -3.621 eV
F_max: 5.25 eV Å⁻¹
2S+1: 2
charge: -1
calculated total energy: -72958.339 eV
<S²>: 0.7547
Kohn-Sham gap (spin up / spin down): 6.038 / 6.153 eV
molecular weight: 472.91 g/mol

Computed natural (NBO) charges, given in elementary charges: number 1, C, carries -0.48; number 2, C, carries -0.40; number 3, C, carries -0.26; number 4, H, carries 0.25; number 5, C, carries -0.32; number 6, C, carries -0.40; number 7, H, carries 0.25; number 8, H, carries 0.26; number 9, H, carries 0.25; number 10, H, carries 0.25; number 11, Ti, carries 1.28; number 12, Cl, carries -0.47; number 13, C, carries -0.35; number 14, C, carries -0.34; number 15, C, carries -0.35; number 16, H, carries 0.19; number 17, C, carries -0.35; number 18, C, carries -0.33; number 19, H, carries 0.21; number 20, H, carries 0.21; number 21, H, carries 0.19; number 22, H, carries 0.19; number 23, C, carries -0.24; number 24, C, carries -0.21; number 25, C, carries -0.22; number 26, C, carries -0.37; number 27, C, carries -0.24; number 28, C, carries -0.22; number 29, Si, carries 0.90; number 30, C, carries -0.44; number 31, C, carries -0.21; number 32, C, carries -0.21; number 33, C, carries -0.23; number 34, C, carries -0.24; number 35, C, carries -0.14; number 36, C, carries -0.34; number 37, C, carries -0.23; number 38, C, carries -0.21; number 39, C, carries -0.24; number 40, C, carries -0.21; number 41, C, carries -0.25; number 42, H, carries 0.20; number 43, H, carries 0.20; number 44, H, carries 0.23; number 45, H, carries 0.22; number 46, H, carries 0.20; number 47, H, carries 0.24; number 48, H, carries 0.20; number 49, H, carries 0.20; number 50, H, carries 0.20; number 51, H, carries 0.21; number 52, H, carries 0.22; number 53, H, carries 0.20; number 54, H, carries 0.20; number 55, H, carries 0.20; number 56, H, carries 0.20

=====

Entry 3:
A structure of composition C28H25GeN2O7SW. Source: the Open Molecules 2025 dataset; level of theory: the ωB97M-V functional and the def2-TZVPD basis.

Cartesian coordinates (Å):
W (0.57, -0.93, 0.64)
C (-3.22, -5.53, 4.94)
C (-2.91, -4.26, 4.20)
C (-2.38, -4.30, 2.91)
C (-2.08, -3.14, 2.22)
C (-2.33, -1.91, 2.82)
C (-2.88, -1.84, 4.10)
C (-3.17, -3.01, 4.77)
S (-1.85, -0.37, 2.15)
O (-0.46, -0.06, 2.59)
O (-2.88, 0.57, 2.40)
N (-1.43, -0.54, 0.62)
C (-2.28, -0.96, -0.46)
C (-1.39, -1.70, -1.41)
O (-1.68, -2.11, -2.48)
O (-0.14, -1.86, -0.86)
H (-2.48, -6.29, 4.75)
H (-4.19, -5.93, 4.63)
H (-3.27, -5.36, 6.02)
H (-2.19, -5.26, 2.44)
H (-1.66, -3.21, 1.23)
H (-3.08, -0.88, 4.55)
H (-3.60, -2.96, 5.77)
H (-2.70, -0.10, -0.99)
H (-3.09, -1.60, -0.13)
O (0.00, 2.84, -0.32)
N (0.20, 1.67, -0.45)
O (0.93, 1.07, 0.54)
O (-0.16, 0.94, -1.36)
C (1.10, -2.40, 1.70)
Ge (2.97, -1.97, 1.19)
C (3.56, -0.25, 1.78)
C (4.81, 0.21, 1.34)
C (5.25, 1.47, 1.73)
C (4.44, 2.28, 2.54)
C (3.22, 1.81, 2.99)
C (2.79, 0.55, 2.62)
C (4.27, -3.32, 1.48)
C (4.45, -3.83, 2.77)
C (5.34, -4.86, 2.98)
C (6.05, -5.40, 1.91)
C (5.87, -4.90, 0.63)
C (4.97, -3.86, 0.40)
C (2.67, -1.70, -0.76)
C (2.59, -0.44, -1.36)
C (2.16, -0.29, -2.68)
C (1.82, -1.41, -3.40)
C (1.93, -2.70, -2.83)
C (2.32, -2.84, -1.53)
H (0.98, -3.22, 2.41)
H (5.44, -0.41, 0.71)
H (6.22, 1.82, 1.40)
H (4.78, 3.27, 2.82)
H (2.60, 2.44, 3.62)
H (1.86, 0.18, 3.02)
H (3.90, -3.41, 3.61)
H (5.49, -5.25, 3.98)
H (6.74, -6.22, 2.08)
H (6.42, -5.32, -0.20)
H (4.84, -3.47, -0.60)
H (2.95, 0.42, -0.81)
H (2.10, 0.69, -3.13)
H (1.46, -1.30, -4.42)
H (1.68, -3.57, -3.42)
H (2.37, -3.83, -1.09)

Results
E_HOMO: -12.122 eV
F_max: 3.14 eV Å⁻¹
2S+1: 1
charge: +1
calculated total energy: -115919.460 eV
Kohn-Sham gap: 7.302 eV
molecular weight: 790.03 g/mol

Computed natural (NBO) charges, given in elementary charges: number 1, W, carries 1.78; number 2, C, carries -0.64; number 3, C, carries 0.04; number 4, C, carries -0.20; number 5, C, carries -0.21; number 6, C, carries -0.32; number 7, C, carries -0.16; number 8, C, carries -0.21; number 9, S, carries 2.34; number 10, O, carries -0.90; number 11, O, carries -0.85; number 12, N, carries -0.87; number 13, C, carries -0.37; number 14, C, carries 0.80; number 15, O, carries -0.49; number 16, O, carries -0.70; number 17, H, carries 0.23; number 18, H, carries 0.24; number 19, H, carries 0.23; number 20, H, carries 0.23; number 21, H, carries 0.22; number 22, H, carries 0.25; number 23, H, carries 0.23; number 24, H, carries 0.28; number 25, H, carries 0.25; number 26, O, carries -0.27; number 27, N, carries 0.73; number 28, O, carries -0.60; number 29, O, carries -0.42; number 30, C, carries -0.82; number 31, Ge, carries 1.59; number 32, C, carries -0.41; number 33, C, carries -0.23; number 34, C, carries -0.19; number 35, C, carries -0.18; number 36, C, carries -0.18; number 37, C, carries -0.22; number 38, C, carries -0.49; number 39, C, carries -0.13; number 40, C, carries -0.22; number 41, C, carries -0.18; number 42, C, carries -0.20; number 43, C, carries -0.19; number 44, C, carries -0.48; number 45, C, carries -0.18; number 46, C, carries -0.20; number 47, C, carries -0.14; number 48, C, carries -0.18; number 49, C, carries -0.13; number 50, H, carries 0.29; number 51, H, carries 0.22; number 52, H, carries 0.23; number 53, H, carries 0.23; number 54, H, carries 0.23; number 55, H, carries 0.22; number 56, H, carries 0.21; number 57, H, carries 0.23; number 58, H, carries 0.23; number 59, H, carries 0.23; number 60, H, carries 0.22; number 61, H, carries 0.25; number 62, H, carries 0.24; number 63, H, carries 0.24; number 64, H, carries 0.24; number 65, H, carries 0.22

=====

- The highest 2S+1 belongs to which entry?
  C28H25ClReSi

=====

- The lowest molecular weight belongs to which entry?
  C28H25ClSiTi